Record 1
Formula: C33H33MoN4O7SeSi
Source: the Open Molecules 2025 dataset
Level of theory: the ωB97M-V functional and the def2-TZVPD basis

Positions of all 80 atoms, in Å:
Mo: -0.488 -0.693 0.312
C: 3.747 -0.159 2.390
C: 2.697 -0.756 1.501
O: 1.503 -0.485 1.658
N: 3.138 -1.629 0.572
C: 2.307 -2.222 -0.463
C: 1.281 -3.170 0.113
C: 1.411 -4.541 0.109
C: 0.421 -5.323 0.695
C: -0.634 -4.689 1.335
C: -0.685 -3.313 1.341
N: 0.215 -2.559 0.670
H: 3.345 0.732 2.865
H: 4.641 0.107 1.828
H: 4.013 -0.880 3.166
H: 4.124 -1.826 0.543
H: 2.955 -2.740 -1.165
H: 1.786 -1.413 -0.995
H: 2.276 -5.000 -0.348
H: 0.488 -6.402 0.682
H: -1.405 -5.243 1.850
H: -1.449 -2.790 1.909
O: -2.336 0.519 -0.125
Se: -2.318 0.356 1.548
O: -2.531 1.727 2.313
O: 0.291 0.849 -0.159
O: -3.357 -0.790 2.023
C: -1.082 4.358 -3.997
C: 0.241 4.622 -3.673
C: 0.807 4.045 -2.546
C: 0.058 3.195 -1.733
C: -1.275 2.938 -2.066
C: -1.840 3.521 -3.191
Si: 0.817 2.427 -0.205
C: 2.688 2.256 -0.410
C: 3.563 3.068 0.314
C: 4.937 2.978 0.133
C: 5.460 2.071 -0.780
C: 4.604 1.248 -1.501
C: 3.233 1.343 -1.315
C: 0.472 3.287 1.415
C: 0.794 2.667 2.623
C: 0.610 3.325 3.827
C: 0.085 4.609 3.840
C: -0.245 5.236 2.648
C: -0.047 4.581 1.442
H: -1.521 4.805 -4.879
H: 0.833 5.277 -4.301
H: 1.843 4.253 -2.300
H: -1.868 2.285 -1.436
H: -2.876 3.324 -3.437
H: 3.156 3.780 1.023
H: 5.599 3.620 0.699
H: 6.529 2.014 -0.935
H: 5.008 0.545 -2.220
H: 2.564 0.718 -1.901
H: 1.189 1.655 2.619
H: 0.859 2.831 4.758
H: -0.078 5.116 4.782
H: -0.661 6.235 2.657
H: -0.303 5.076 0.512
O: -3.814 -3.815 1.872
C: -4.567 -4.580 0.961
N: -5.458 -3.828 0.115
C: -5.202 -3.212 -1.076
O: -6.086 -2.807 -1.796
C: -3.768 -2.976 -1.483
C: -3.359 -3.201 -2.790
C: -2.117 -2.728 -3.188
C: -1.337 -2.047 -2.280
N: -1.721 -1.826 -1.014
C: -2.922 -2.284 -0.627
H: -4.375 -3.209 2.374
H: -5.172 -5.320 1.488
H: -3.832 -5.103 0.346
H: -6.439 -3.823 0.356
H: -4.017 -3.699 -3.489
H: -1.771 -2.859 -4.203
H: -0.380 -1.628 -2.575
H: -3.250 -2.034 0.374

## Properties
Relative energy (zero: lowest compared OMol25 entry of this formula, charge and spin) = 2.439 eV
Total charge = +1
2S+1 = 3
Kohn-Sham gap (spin up / spin down) = 7.2 / 6.9 eV
LUMO energy (spin up / spin down) = -3.80 / -4.19 eV
<S²> = 2.047

---

Record 2
Formula: C33H34BN8Rh
Source: the Open Molecules 2025 dataset
Level of theory: the ωB97M-V functional and the def2-TZVPD basis

Positions of all 77 atoms, in Å:
Rh: -0.365 -0.061 0.230
C: 4.758 1.872 0.078
C: 3.449 1.600 0.730
C: 3.065 1.926 2.017
C: 1.748 1.486 2.178
N: 1.385 0.904 1.008
N: 2.410 0.982 0.143
B: 2.347 0.441 -1.285
N: 2.047 -1.055 -1.216
N: 0.949 -1.554 -0.622
C: 0.979 -2.911 -0.716
C: 2.152 -3.241 -1.403
C: 2.798 -2.057 -1.702
C: 4.085 -1.879 -2.424
C: -0.005 -3.868 -0.204
C: 0.203 -5.237 -0.382
C: -0.713 -6.157 0.098
C: -1.853 -5.735 0.765
C: -2.074 -4.377 0.947
C: -1.159 -3.463 0.466
N: 1.190 1.131 -2.007
N: -0.083 1.077 -1.577
C: -0.864 1.797 -2.422
C: -0.022 2.304 -3.415
C: 1.258 1.871 -3.126
C: 2.504 2.148 -3.890
C: -2.309 2.019 -2.328
C: -3.076 1.477 -1.297
C: -4.434 1.702 -1.213
C: -5.066 2.479 -2.174
C: -4.321 3.021 -3.210
C: -2.958 2.799 -3.288
C: 0.933 1.642 3.385
C: 1.493 2.218 4.528
C: 0.739 2.376 5.677
C: -0.587 1.973 5.710
C: -1.156 1.401 4.582
C: -0.401 1.240 3.438
H: 5.400 2.383 0.791
H: 5.252 0.952 -0.232
H: 4.644 2.507 -0.800
H: 3.672 2.431 2.747
H: 3.365 0.637 -1.849
H: 2.497 -4.227 -1.656
H: 4.467 -2.859 -2.701
H: 3.957 -1.291 -3.333
H: 4.830 -1.382 -1.803
H: 1.087 -5.588 -0.896
H: -0.536 -7.213 -0.049
H: -2.563 -6.460 1.140
H: -2.962 -4.038 1.467
H: -1.320 -2.413 0.599
H: -0.305 2.921 -4.249
H: 2.252 2.768 -4.746
H: 3.237 2.678 -3.283
H: 2.965 1.229 -4.252
H: -2.577 0.876 -0.561
H: -5.007 1.278 -0.397
H: -6.130 2.661 -2.116
H: -4.808 3.625 -3.963
H: -2.396 3.239 -4.100
H: 2.523 2.543 4.522
H: 1.191 2.817 6.555
H: -1.174 2.110 6.608
H: -2.192 1.085 4.601
H: -0.839 0.811 2.555
C: -5.535 -1.169 1.537
N: -4.323 -0.953 2.342
C: -4.429 -0.896 3.808
C: -3.216 -0.640 1.768
N: -2.199 -0.384 1.254
H: -6.116 -1.966 1.996
H: -5.261 -1.469 0.528
H: -6.148 -0.268 1.506
H: -5.208 -1.586 4.122
H: -4.700 0.105 4.144
H: -3.488 -1.201 4.260

## Properties
Relative energy (zero: lowest compared OMol25 entry of this formula, charge and spin) = 2.771 eV
Total charge = +2
2S+1 = 1
Kohn-Sham gap = 4.9 eV
LUMO energy = -8.66 eV

---

Record 3
Formula: C33H34ClN4O8Os
Source: the Open Molecules 2025 dataset
Level of theory: the ωB97M-V functional and the def2-TZVPD basis

Positions of all 81 atoms, in Å:
Os: -0.506 -0.029 0.888
C: -6.496 5.073 1.376
O: -5.285 4.527 0.870
C: -4.382 5.382 0.333
C: -4.610 6.718 0.044
C: -3.605 7.478 -0.540
C: -2.379 6.916 -0.849
C: -2.142 5.579 -0.565
C: -3.131 4.818 0.041
N: -2.981 3.438 0.312
C: -1.907 2.798 0.811
N: -0.927 3.541 1.316
C: 1.181 2.543 0.408
C: 0.878 1.151 -0.046
C: 1.992 0.378 -0.613
C: 3.217 0.924 -0.722
C: 3.495 2.292 -0.388
C: 2.525 3.105 0.088
O: 2.624 4.417 0.266
C: 3.900 5.041 0.179
N: -1.901 1.468 0.877
C: -2.988 0.747 0.284
C: -3.185 0.732 -1.102
C: -4.263 0.058 -1.641
C: -5.170 -0.591 -0.810
C: -4.992 -0.579 0.563
C: -3.909 0.086 1.117
O: -3.753 0.142 2.476
C: -3.159 -1.029 3.023
H: -6.287 5.797 2.166
H: -7.054 4.235 1.782
H: -7.087 5.549 0.591
H: -5.562 7.178 0.266
H: -3.793 8.519 -0.767
H: -1.613 7.508 -1.332
H: -1.201 5.117 -0.838
H: -3.842 2.911 0.276
H: -1.058 4.544 1.301
H: 1.807 -0.639 -0.930
H: 4.026 0.334 -1.134
H: 4.474 2.691 -0.615
H: 3.755 6.058 0.528
H: 4.244 5.048 -0.857
H: 4.633 4.533 0.807
H: -2.480 1.254 -1.737
H: -4.405 0.044 -2.713
H: -6.023 -1.101 -1.236
H: -5.692 -1.076 1.224
H: -3.152 -0.906 4.103
H: -2.119 -1.150 2.675
H: -3.717 -1.929 2.756
N: 0.796 0.843 2.743
C: 0.456 2.244 2.963
C: 0.469 3.199 1.704
O: 1.079 4.308 2.062
O: 0.369 2.300 -0.722
H: 0.591 0.308 3.579
H: 1.786 0.726 2.549
H: 1.142 2.719 3.666
H: -0.550 2.292 3.374
C: -3.255 -4.763 -1.058
C: -3.206 -4.625 0.436
C: -4.358 -4.596 1.203
C: -4.293 -4.449 2.582
Cl: -5.751 -4.430 3.515
C: -3.072 -4.304 3.213
C: -1.906 -4.325 2.460
C: -1.966 -4.513 1.085
O: -0.872 -4.599 0.273
C: 0.362 -4.110 0.756
C: 0.232 -2.599 0.911
O: 0.243 -2.052 2.038
O: 0.019 -1.912 -0.133
H: -4.253 -4.548 -1.435
H: -2.981 -5.776 -1.360
H: -2.541 -4.084 -1.525
H: -5.323 -4.691 0.721
H: -3.025 -4.176 4.286
H: -0.960 -4.184 2.963
H: 1.094 -4.346 -0.013
H: 0.659 -4.566 1.700

## Properties
Total charge = +1
2S+1 = 5
Kohn-Sham gap (spin up / spin down) = 7.7 / 5.5 eV
LUMO energy (spin up / spin down) = -2.73 / -4.93 eV
<S²> = 6.025

---

Record 4
Formula: C33H34CrN3O3SSe2
Source: the Open Molecules 2025 dataset
Level of theory: the ωB97M-V functional and the def2-TZVPD basis

Positions of all 77 atoms, in Å:
Cr: 1.003 0.532 -0.202
C: -2.674 2.219 -1.937
Se: -2.284 0.315 -1.702
C: -4.030 -0.188 -0.841
C: -4.133 0.027 0.654
Se: -2.847 -1.102 1.635
C: -3.145 -0.337 3.413
H: -3.301 2.353 -2.815
H: -1.719 2.712 -2.091
H: -3.161 2.616 -1.050
H: -4.155 -1.250 -1.073
H: -4.808 0.382 -1.358
H: -5.135 -0.249 1.002
H: -3.930 1.060 0.939
H: -4.176 -0.497 3.722
H: -2.911 0.722 3.383
H: -2.469 -0.841 4.098
O: 0.906 2.255 -1.845
S: 0.800 1.230 -2.884
O: -0.433 1.213 -3.632
N: 1.044 -0.090 -2.028
C: 0.734 -1.389 -2.244
C: 0.734 -2.083 -3.446
C: 0.508 -3.460 -3.435
C: 0.324 -4.149 -2.260
C: 0.292 -3.472 -1.027
C: 0.122 -4.101 0.224
C: 0.099 -3.323 1.357
C: 0.238 -1.940 1.263
N: 0.434 -1.306 0.109
C: 0.460 -2.070 -1.025
C: 2.136 1.324 -4.072
C: 1.828 1.233 -5.418
C: 2.845 1.076 -6.345
C: 4.160 0.991 -5.914
C: 4.463 1.130 -4.568
C: 3.449 1.294 -3.638
H: 0.936 -1.560 -4.369
H: 0.498 -3.995 -4.374
H: 0.196 -5.221 -2.258
H: 0.034 -5.174 0.284
H: -0.025 -3.775 2.327
H: 0.230 -1.319 2.148
H: 0.793 1.279 -5.714
H: 2.617 1.011 -7.399
H: 4.947 0.807 -6.628
H: 5.493 1.101 -4.243
H: 3.664 1.386 -2.586
C: 4.399 3.312 2.302
C: 3.440 3.903 1.494
C: 2.238 3.265 1.278
C: 1.989 2.005 1.831
C: 2.958 1.411 2.640
C: 4.149 2.077 2.879
N: 0.760 1.408 1.513
C: -0.309 2.037 2.095
C: -1.491 2.239 1.370
C: -2.525 2.980 1.904
C: -2.438 3.493 3.192
C: -1.298 3.253 3.943
C: -0.242 2.549 3.405
H: 5.339 3.814 2.477
H: 3.627 4.856 1.021
H: 1.471 3.706 0.655
H: 2.757 0.442 3.080
H: 4.894 1.632 3.522
H: -1.512 1.854 0.359
H: -3.399 3.208 1.306
H: -3.243 4.082 3.604
H: -1.221 3.639 4.950
H: 0.656 2.392 3.984
C: 3.449 -1.414 0.403
C: 2.825 -0.108 0.003
O: 3.434 0.833 -0.458
H: 4.504 -1.287 0.638
H: 3.354 -2.098 -0.442
H: 2.924 -1.847 1.250

## Properties
Relative energy (zero: lowest compared OMol25 entry of this formula, charge and spin) = 1.402 eV
Total charge = 0
2S+1 = 2
Kohn-Sham gap (spin up / spin down) = 6.9 / 6.4 eV
LUMO energy (spin up / spin down) = -0.42 / -0.53 eV
<S²> = 0.769